105
Properties=species:S:1:pos:R:3:forces:R:3 method="wB97M-V/def2-TZVPD" molar_mass_g_mol=877.7 smiles="CCCCN[C@H]1[C@H](I)OS(=O)(=O)[C@@](S)(P(C)CC)[C@]1(O)P(O)O.CN(C)P(=O)(N(C)C)N(C)C.CN(C)P(=O)(N(C)C)N(C)C" gap_ha=0.302 e_tot_ha=-4357.02461
C 7.8342 4.7090 -0.2092 0.2 0.0 -0.1
C 6.8766 3.7447 -0.9140 -0.1 0.3 0.2
C 6.7117 2.4060 -0.1835 -0.1 0.0 0.2
C 6.2899 1.2378 -1.0946 -0.3 0.5 -0.1
N 4.9133 0.7789 -0.8179 0.1 0.0 0.0
C 4.8194 -0.6043 -0.3770 0.3 0.3 -0.5
C 5.4598 -0.6877 1.0248 0.3 -0.2 0.1
I 7.2513 -1.8712 1.0168 -0.1 0.0 0.1
O 4.6433 -1.2798 2.0282 -0.2 0.1 -0.4
S 3.2223 -0.5887 2.2254 -0.9 0.1 1.1
O 2.5632 -1.3790 3.2104 0.2 -0.2 0.0
O 3.3701 0.8024 2.5272 0.6 0.1 -0.8
C 2.3737 -0.8249 0.6096 0.2 0.5 -0.2
S 1.2049 -2.2028 0.8330 -0.2 -0.6 -0.5
P 1.2811 0.7385 0.4131 -0.5 0.2 0.8
C -0.0330 0.2064 -0.7623 0.3 -0.2 0.4
C 2.1557 2.0817 -0.4678 0.1 0.3 -0.7
C 1.1881 3.2746 -0.6041 0.1 -0.3 0.4
C 3.3977 -1.1935 -0.5208 -0.7 -0.7 1.0
O 2.8029 -0.7877 -1.7426 0.4 0.2 0.0
P 3.7414 -3.0900 -0.8367 1.2 0.3 -1.1
O 3.9168 -3.7419 0.6430 -0.3 -0.2 -0.2
O 2.3759 -3.6433 -1.5320 0.0 -0.4 0.6
H 8.6932 4.1822 0.2127 0.0 0.0 0.0
H 8.2358 5.4479 -0.9046 -0.1 0.1 0.0
H 7.3435 5.2480 0.6018 0.0 -0.1 0.0
H 5.9013 4.2406 -0.9508 0.0 -0.1 -0.2
H 7.1752 3.6057 -1.9560 0.2 -0.2 0.1
H 7.6139 2.1744 0.3903 0.1 -0.1 -0.2
H 5.9165 2.5360 0.5552 0.1 -0.1 0.1
H 6.2929 1.6123 -2.1222 0.1 -0.1 0.0
H 7.0115 0.4177 -1.0646 -0.1 -0.1 0.1
H 4.3612 0.9218 -1.6501 -0.2 -0.2 0.1
H 5.4412 -1.2253 -1.0419 -0.1 -0.1 0.0
H 5.7854 0.2947 1.3565 -0.1 0.1 0.0
H 0.3774 -1.8163 1.8141 0.3 0.5 0.1
H 0.3032 -0.5396 -1.4780 -0.1 0.2 -0.2
H -0.4660 1.0930 -1.2238 0.1 0.0 -0.2
H -0.8077 -0.2302 -0.1351 -0.1 0.0 -0.1
H 3.0484 2.3966 0.0689 -0.1 -0.2 0.2
H 2.4815 1.7989 -1.4710 0.0 -0.1 0.0
H 1.7484 4.1729 -0.8610 -0.1 0.0 -0.1
H 0.6788 3.4447 0.3481 0.0 0.1 -0.1
H 0.4346 3.0847 -1.3667 0.0 0.1 0.0
H 3.4121 -1.0220 -2.4574 -0.1 -0.1 -0.1
H 3.2915 -4.4363 0.8765 -0.1 0.1 0.2
H 1.7378 -4.0602 -0.9384 -0.3 0.3 0.0
C -1.4540 -2.5340 -3.8445 0.1 -0.1 -0.1
N -2.5564 -2.4131 -2.9182 -0.1 -0.1 0.0
C -2.1744 -2.4321 -1.5149 -0.2 0.1 0.4
P -4.1609 -1.9585 -3.2029 2.4 0.1 -3.2
O -4.3094 -0.5952 -2.6498 -1.6 -0.8 1.6
N -4.5624 -1.7079 -4.8521 0.3 0.6 0.0
C -3.8511 -2.2912 -5.9693 -0.3 -0.5 -0.1
C -5.0821 -0.3917 -5.2114 0.1 0.1 0.0
N -4.8562 -3.4671 -3.1095 -0.9 0.3 1.3
C -4.1489 -4.7272 -2.9613 0.1 0.0 0.2
C -6.2611 -3.5963 -3.4755 -0.1 0.0 0.0
H -0.9981 -3.5319 -3.7885 0.0 0.0 0.1
H -0.6728 -1.7949 -3.6340 0.0 0.0 0.0
H -1.7596 -2.3929 -4.8724 -0.1 0.1 0.0
H -2.6977 -3.2214 -0.9595 0.0 0.1 0.0
H -2.3948 -1.4825 -1.0225 -0.1 0.0 0.0
H -1.1067 -2.6168 -1.3953 0.0 0.0 -0.2
H -2.9618 -1.7126 -6.2481 0.0 0.0 -0.1
H -4.5025 -2.3253 -6.8478 0.0 0.0 0.0
H -3.5557 -3.3226 -5.7666 0.1 0.0 0.1
H -4.2902 0.3586 -5.3231 0.0 0.0 0.0
H -5.7854 -0.0363 -4.4651 0.1 0.0 0.1
H -5.6212 -0.4744 -6.1589 0.1 -0.1 0.0
H -3.6723 -5.0381 -3.8965 0.0 0.0 0.0
H -4.8564 -5.5048 -2.6689 -0.1 0.1 -0.1
H -3.3956 -4.6921 -2.1794 0.1 0.1 -0.1
H -6.3724 -3.8905 -4.5239 0.0 0.0 0.0
H -6.7873 -2.6536 -3.3327 0.0 0.0 0.0
H -6.7546 -4.3411 -2.8482 0.1 0.0 0.0
C -2.3068 2.5875 1.9778 0.1 0.1 0.0
N -3.1961 1.7123 2.7070 -0.1 0.1 0.3
C -4.4958 1.5073 2.0849 -0.1 -0.3 0.0
P -2.8499 0.6647 3.9922 3.2 2.0 -1.6
O -2.9047 -0.7020 3.4249 -1.9 -0.5 1.4
N -1.2436 0.7444 4.5702 0.2 -0.4 -0.4
C -0.3597 1.8856 4.4204 -0.1 0.3 0.5
C -0.4759 -0.4918 4.5196 0.1 -0.2 -0.2
N -3.5013 1.5730 5.2261 -1.2 -1.0 0.4
C -4.0489 2.9127 5.1051 -0.2 0.0 -0.1
C -3.2696 1.1307 6.5952 0.0 0.0 0.0
H -2.6779 3.6216 1.9825 0.0 0.0 -0.1
H -2.2038 2.2699 0.9334 0.0 0.0 0.0
H -1.3123 2.6133 2.4027 0.0 -0.1 0.0
H -5.3216 1.7657 2.7599 0.0 0.0 0.0
H -4.6358 0.4689 1.7722 0.0 0.0 0.0
H -4.5927 2.1357 1.2004 0.1 0.0 0.0
H 0.1413 1.8972 3.4453 0.1 0.0 0.0
H 0.4220 1.8496 5.1843 0.0 -0.1 0.0
H -0.8905 2.8293 4.5660 -0.1 0.0 -0.1
H -0.0926 -0.6772 3.5102 0.1 -0.1 0.1
H -1.0735 -1.3424 4.8340 -0.1 0.0 -0.2
H 0.3755 -0.4435 5.2020 0.0 0.3 -0.1
H -3.2606 3.6656 5.0065 0.0 0.0 0.0
H -4.6289 3.1470 5.9995 0.1 -0.1 0.1
H -4.7319 3.0096 4.2659 0.1 0.0 -0.1
H -2.3977 1.6289 7.0305 0.0 0.0 0.0
H -3.0957 0.0563 6.6316 0.1 0.0 0.0
H -4.1410 1.3399 7.2192 0.0 0.0 -0.1



104
Properties=species:S:1:pos:R:3:forces:R:3 method="wB97M-V/def2-TZVPD" molar_mass_g_mol=765.1 smiles="CCCCC[SiH2]CCC.CCOS(C)(=O)=O.CCOS(C)(=O)=O.CCOS(C)(=O)=O.CCOS(C)(=O)=O.CCOS(C)(=O)=O" gap_ha=0.380 e_tot_ha=-4321.28570
C 4.3170 -4.4213 1.8036 0.6 0.5 0.1
C 5.4744 -3.4043 1.6309 -1.0 0.0 -0.4
C 4.8954 -1.9941 1.3826 0.7 -0.9 0.0
C 4.0108 -1.5080 2.5296 0.2 0.7 -0.1
C 2.8093 -0.6492 2.0882 0.5 -0.3 -0.2
Si 1.4795 -1.5155 1.0716 -0.1 0.2 0.3
C 0.7153 -3.0357 1.8823 -0.5 -0.2 -0.5
C -0.7531 -3.2385 1.4181 -0.2 -0.1 0.4
C -1.7085 -3.6529 2.5587 -0.1 0.0 -0.4
H 4.1909 -4.6903 2.8488 -0.1 -0.2 0.0
H 4.5071 -5.3029 1.2002 -0.1 -0.3 0.1
H 3.3978 -3.9524 1.4649 -0.2 -0.2 -0.1
H 6.1532 -3.4166 2.4801 0.1 0.0 0.0
H 6.0152 -3.7081 0.7376 0.4 0.1 0.0
H 4.3804 -2.0575 0.4220 -0.3 0.2 0.1
H 5.7465 -1.3324 1.2282 -0.1 0.3 0.0
H 3.7039 -2.3250 3.1812 -0.2 -0.1 -0.1
H 4.6422 -0.8604 3.1425 0.0 -0.1 0.3
H 3.2138 0.1527 1.4639 -0.1 0.1 -0.1
H 2.3882 -0.1552 2.9640 -0.3 0.0 0.0
H 1.9631 -1.8423 -0.2921 0.1 -0.1 0.0
H 0.3869 -0.5288 0.8642 0.0 0.0 0.0
H 0.7353 -3.0167 2.9708 0.2 0.3 0.1
H 1.2460 -3.9377 1.5841 0.3 0.0 0.1
H -1.1379 -2.3355 0.9454 0.0 0.1 0.0
H -0.8066 -4.0164 0.6615 0.2 0.0 -0.2
H -2.2902 -4.5239 2.2674 0.0 -0.1 0.1
H -2.4410 -2.8788 2.7725 0.0 0.2 0.2
H -1.1616 -3.8911 3.4664 0.0 0.0 0.1
C -7.3333 -7.0257 0.9946 0.2 0.1 0.1
C -7.5173 -6.0960 -0.1888 -0.1 -0.6 0.0
O -7.2191 -4.7255 0.1375 0.1 0.2 0.0
S -5.6812 -4.3056 0.2331 -0.4 0.5 0.1
C -5.9204 -2.5632 0.2397 -0.1 0.0 0.0
O -5.0234 -4.6929 -0.9791 0.1 -0.2 0.1
O -5.1680 -4.7067 1.5076 0.2 -0.2 -0.1
H -6.2842 -7.1034 1.2771 0.0 0.0 0.0
H -7.6948 -8.0242 0.7472 -0.1 0.0 -0.1
H -7.8793 -6.6547 1.8619 -0.1 0.0 0.0
H -6.9149 -6.4134 -1.0417 0.1 0.1 0.0
H -8.5586 -6.0987 -0.5064 0.0 0.2 0.0
H -6.3474 -2.2643 -0.7120 0.0 0.0 0.0
H -4.9469 -2.0996 0.3774 0.0 0.0 0.0
H -6.5793 -2.3007 1.0628 0.0 0.0 0.0
C -4.7330 4.0780 -0.2635 0.2 -0.1 -0.2
C -6.0198 3.2921 -0.4126 0.2 0.4 0.5
O -6.0642 2.5614 -1.6572 0.0 -0.3 -0.1
S -5.2152 1.2235 -1.7598 -0.3 0.4 -0.3
C -5.9353 0.6154 -3.2459 0.0 0.0 0.0
O -5.5593 0.3640 -0.6661 0.2 0.0 0.1
O -3.8420 1.5567 -2.0040 -0.3 -0.2 0.3
H -3.8772 3.4127 -0.1500 0.0 0.0 0.0
H -4.7812 4.7222 0.6145 -0.1 0.0 0.0
H -4.5548 4.6950 -1.1443 -0.1 0.1 0.0
H -6.1731 2.6112 0.4263 0.0 -0.1 -0.1
H -6.8717 3.9684 -0.4411 -0.1 -0.1 -0.2
H -6.9845 0.4003 -3.0632 0.0 0.0 0.0
H -5.4002 -0.2931 -3.5153 0.0 0.0 0.0
H -5.8173 1.3666 -4.0224 0.0 0.0 0.0
C 11.4004 -2.3953 4.3273 0.0 0.2 -0.1
C 9.9213 -2.7135 4.4215 0.4 -0.5 -0.1
O 9.1302 -1.5560 4.7554 -0.1 0.2 0.0
S 8.8343 -0.5039 3.5942 -0.2 0.0 0.5
C 7.5676 0.3909 4.4283 0.0 0.0 0.0
O 8.2730 -1.2007 2.4770 0.1 0.0 -0.1
O 9.9721 0.3452 3.4249 0.0 0.0 -0.2
H 11.6126 -1.7475 3.4776 0.0 0.0 0.0
H 11.9745 -3.3143 4.2070 -0.1 0.0 0.0
H 11.7396 -1.8792 5.2254 0.0 -0.1 0.0
H 9.5506 -3.1615 3.4980 -0.1 0.1 0.0
H 9.7435 -3.4270 5.2240 -0.2 0.1 0.1
H 6.7200 -0.2699 4.5894 0.0 0.0 0.0
H 7.2866 1.2224 3.7858 0.0 0.0 0.0
H 7.9634 0.7594 5.3708 0.0 0.0 0.0
C -0.4721 7.9671 -3.3534 -0.2 0.2 0.0
C -0.9999 7.3061 -2.0962 0.3 -0.3 -0.4
O -1.6756 8.2379 -1.2241 -0.2 0.1 0.1
S -3.1551 8.6781 -1.6171 0.4 0.0 0.3
C -3.5798 9.4203 -0.0774 0.0 0.0 0.1
O -3.9432 7.4996 -1.8188 -0.1 0.0 -0.2
O -3.0958 9.6921 -2.6229 -0.2 -0.1 -0.1
H -1.2855 8.2992 -3.9975 0.0 0.0 0.0
H 0.1423 7.2638 -3.9155 0.0 0.0 0.1
H 0.1268 8.8429 -3.1036 0.1 0.0 0.0
H -1.6636 6.4732 -2.3337 -0.1 0.1 0.1
H -0.1744 6.9079 -1.5094 -0.1 0.1 0.2
H -3.5858 8.6533 0.6919 0.0 0.0 0.0
H -4.5708 9.8533 -0.1926 0.0 0.0 -0.1
H -2.8532 10.1962 0.1475 0.0 0.0 0.0
C 1.8711 0.2171 -6.2478 0.1 0.2 0.1
C 0.3765 0.0253 -6.0797 0.3 -0.1 -0.5
O -0.0536 0.2252 -4.7213 -0.1 0.1 0.2
S -0.1858 1.7298 -4.1992 -0.1 -0.4 0.2
C -1.0879 1.3809 -2.7316 0.4 -0.1 -0.1
O -1.0112 2.4573 -5.1181 0.2 0.1 -0.1
O 1.1174 2.2184 -3.8604 -0.1 0.2 -0.1
H 2.1563 1.2565 -6.0909 0.0 0.0 0.0
H 2.1761 -0.0723 -7.2540 -0.1 -0.1 0.0
H 2.4185 -0.3856 -5.5231 0.0 -0.1 0.0
H -0.1862 0.6805 -6.7471 0.0 0.1 0.1
H 0.1033 -1.0002 -6.3227 -0.1 0.0 0.2
H -2.0484 0.9728 -3.0038 -0.1 0.0 0.0
H -1.2114 2.3175 -2.1948 0.0 0.0 -0.1
H -0.5147 0.6756 -2.1338 0.0 0.0 0.0